[1]
C41H47ClF3N3O3P2PdS2 | wB97M-V/def2-TZVPD

Calculated values
- HOMO-LUMO gap (eV) = 4.00
- LUMO energy (eV) = 4.0
- largest force on an atom (eV Å⁻¹) = 0.59
- total charge = -2

Each line ends with the Löwdin charge.
Element x y z (Å)
1 Pd -0.510 0.461 -1.808  0.32
2 N 1.789 0.292 0.478  -0.43
3 P 0.194 0.585 1.092  1.00
4 C 0.504 2.166 2.011  -0.35
5 C -0.511 3.113 2.086  -0.09
6 C -0.326 4.284 2.818  -0.08
7 C 0.869 4.509 3.481  -0.11
8 C 1.886 3.559 3.419  -0.10
9 C 1.701 2.397 2.691  -0.11
10 C 0.339 -0.450 2.628  -0.38
11 C 1.332 -1.386 2.908  -0.11
12 C 1.256 -2.197 4.040  -0.10
13 C 0.197 -2.075 4.923  -0.11
14 C -0.790 -1.125 4.674  -0.09
15 C -0.719 -0.331 3.541  -0.13
16 P 2.190 0.745 -1.193  0.96
17 C 4.038 0.965 -0.811  -0.36
18 C 4.704 0.541 0.337  -0.12
19 C 6.093 0.613 0.439  -0.12
20 C 6.848 1.121 -0.607  -0.13
21 C 6.198 1.552 -1.761  -0.11
22 C 4.820 1.462 -1.860  -0.12
23 C 1.870 2.554 -1.281  -0.38
24 C 2.398 3.478 -0.380  -0.10
25 C 2.126 4.832 -0.513  -0.10
26 C 1.347 5.280 -1.574  -0.10
27 C 0.847 4.373 -2.497  -0.08
28 C 1.100 3.016 -2.347  -0.13
29 H 1.918 -0.719 0.470  0.00
30 H -1.433 2.965 1.542  0.07
31 H -1.117 5.023 2.845  0.10
32 H 1.017 5.427 4.040  0.09
33 H 2.825 3.733 3.934  0.09
34 H 2.493 1.658 2.620  0.09
35 H 2.187 -1.489 2.250  0.09
36 H 2.036 -2.927 4.224  0.10
37 H 0.136 -2.711 5.798  0.09
38 H -1.622 -1.012 5.359  0.10
39 H -1.500 0.399 3.344  0.11
40 H 4.126 0.172 1.177  0.07
41 H 6.582 0.276 1.347  0.09
42 H 7.927 1.181 -0.529  0.08
43 H 6.772 1.957 -2.587  0.09
44 H 4.326 1.790 -2.771  0.10
45 H 3.024 3.133 0.432  0.09
46 H 2.515 5.534 0.216  0.09
47 H 1.125 6.337 -1.675  0.09
48 H 0.231 4.712 -3.321  0.10
49 H 0.671 2.297 -3.038  0.07
50 C -6.700 -3.391 2.886  -0.13
51 C -5.430 -2.560 2.740  -0.28
52 C -5.272 -1.968 1.346  -0.22
53 C -3.989 -1.169 1.164  -0.23
54 N -2.784 -1.961 1.404  0.01
55 C -2.119 -2.595 0.404  -0.83
56 S -2.779 -2.891 -1.090  0.67
57 N -0.850 -2.964 0.752  0.01
58 C 0.162 -3.287 -0.250  -0.23
59 C 0.171 -4.756 -0.662  -0.21
60 C 0.257 -5.728 0.511  -0.27
61 C 1.591 -5.675 1.251  -0.12
62 H -6.796 -3.822 3.886  0.06
63 H -6.708 -4.213 2.165  0.07
64 H -7.589 -2.784 2.696  0.07
65 H -4.555 -3.176 2.965  0.10
66 H -5.434 -1.750 3.481  0.10
67 H -6.117 -1.306 1.128  0.12
68 H -5.291 -2.763 0.596  0.09
69 H -3.965 -0.338 1.877  0.12
70 H -3.938 -0.735 0.168  0.07
71 H -2.210 -1.646 2.171  0.09
72 H -0.484 -2.502 1.570  0.09
73 H 1.126 -3.037 0.206  0.10
74 H 0.033 -2.638 -1.117  0.06
75 H 1.031 -4.901 -1.329  0.11
76 H -0.724 -4.954 -1.252  0.08
77 H 0.083 -6.745 0.147  0.10
78 H -0.555 -5.507 1.208  0.10
79 H 2.419 -5.939 0.587  0.07
80 H 1.609 -6.360 2.102  0.06
81 H 1.791 -4.672 1.638  0.05
82 Cl -2.484 -0.792 -4.704  0.64
83 C -0.967 -0.039 -5.154  -0.64
84 C -0.963 0.792 -6.257  -0.16
85 C 0.202 1.438 -6.659  -0.15
86 C 1.366 1.199 -5.922  -0.14
87 C 1.350 0.366 -4.823  -0.11
88 C 0.167 -0.269 -4.344  -0.39
89 C 0.173 -1.064 -3.139  -0.28
90 H -1.892 0.936 -6.796  0.09
91 H 0.200 2.095 -7.520  0.07
92 H 2.301 1.671 -6.209  0.08
93 H 2.263 0.192 -4.264  0.08
94 H 1.170 -1.392 -2.854  0.00
95 H -0.577 -1.852 -3.097  -0.02
96 F -3.042 4.543 -2.671  0.10
97 C -3.229 3.210 -2.568  -0.66
98 F -4.518 2.976 -2.870  0.10
99 F -2.477 2.629 -3.501  0.11
100 S -2.828 2.588 -0.875  0.44
101 O -3.435 3.561 0.010  -0.33
102 O -3.422 1.272 -0.895  -0.33
103 O -1.366 2.600 -0.846  -0.39

[2]
C41H47CoN3O2PTe | wB97M-V/def2-TZVPD

Calculated values
- 2S+1 = 6
- HOMO-LUMO gap (alpha / beta) (eV) = 7.87 / 6.64
- LUMO energy (alpha / beta) (eV) = -1.8 / -3.3
- largest force on an atom (eV Å⁻¹) = 0.86
- <S²> = 8.775
- total charge = +1

Each line ends with the Mulliken spin population.
Element x y z (Å)
1 Co -0.851 -0.685 0.861  2.65
2 N -0.021 1.485 1.137  0.09
3 C -0.877 2.626 1.427  0.01
4 C -0.391 3.916 1.571  0.00
5 C -1.278 4.965 1.775  0.00
6 C -2.648 4.729 1.820  0.00
7 C -3.136 3.434 1.710  0.00
8 C -2.249 2.378 1.539  -0.01
9 P -2.687 0.620 1.555  0.07
10 C -4.483 0.602 1.258  -0.01
11 C -4.934 1.051 0.015  0.01
12 C -6.291 1.184 -0.231  0.00
13 C -7.211 0.850 0.757  0.00
14 C -6.770 0.361 1.976  0.00
15 C -5.408 0.236 2.230  0.00
16 C -2.525 0.172 3.321  -0.02
17 C -2.376 1.106 4.340  0.00
18 C -2.236 0.684 5.657  0.00
19 C -2.226 -0.670 5.960  0.00
20 C -2.360 -1.610 4.946  0.01
21 C -2.509 -1.189 3.634  0.03
22 H 0.815 1.447 1.711  -0.01
23 H 0.315 1.538 0.171  -0.04
24 H 0.677 4.097 1.516  0.00
25 H -0.900 5.972 1.889  0.00
26 H -3.336 5.552 1.956  0.00
27 H -4.202 3.250 1.776  0.00
28 H -4.220 1.319 -0.756  0.00
29 H -6.632 1.556 -1.189  0.00
30 H -8.270 0.977 0.575  0.00
31 H -7.485 0.089 2.742  0.00
32 H -5.072 -0.130 3.193  0.00
33 H -2.366 2.165 4.114  0.00
34 H -2.135 1.417 6.447  0.00
35 H -2.115 -0.994 6.987  0.00
36 H -2.338 -2.667 5.177  0.00
37 H -2.628 -1.924 2.843  -0.02
38 N -3.319 -4.053 0.451  0.01
39 C -2.090 -3.529 0.373  0.00
40 O -1.956 -2.324 0.133  0.00
41 C -0.937 -4.478 0.624  0.16
42 C 0.378 -3.998 0.125  0.48
43 H -4.118 -3.457 0.306  0.00
44 H -3.463 -5.042 0.559  0.00
45 H -1.206 -5.431 0.150  0.05
46 H -0.911 -4.663 1.701  0.02
47 H 0.483 -3.696 -0.909  0.30
48 H 1.249 -3.991 0.761  -0.05
49 C 1.904 -1.286 3.468  0.04
50 C 1.911 -1.220 1.947  0.07
51 O 3.098 -1.171 1.409  0.27
52 N 0.843 -1.185 1.267  0.17
53 Te 2.586 -1.375 -0.900  0.73
54 C 3.562 -1.563 -2.790  0.01
55 C 4.591 -0.717 -3.212  -0.10
56 C 5.138 0.410 -2.375  0.04
57 C 5.163 -0.938 -4.464  -0.01
58 C 4.764 -1.983 -5.280  0.02
59 C 5.425 -2.234 -6.609  0.00
60 C 3.759 -2.831 -4.821  -0.01
61 C 3.161 -2.655 -3.583  -0.01
62 C 2.121 -3.661 -3.135  0.03
63 C 1.981 0.638 -1.131  0.20
64 C 2.571 1.718 -0.465  -0.09
65 C 3.730 1.634 0.498  -0.01
66 C 2.036 2.994 -0.682  0.01
67 C 0.957 3.219 -1.518  -0.01
68 C 0.400 4.604 -1.727  0.00
69 C 0.388 2.120 -2.159  0.00
70 C 0.873 0.834 -1.979  -0.12
71 C 0.167 -0.307 -2.673  0.06
72 H 2.821 -1.744 3.836  0.00
73 H 1.033 -1.837 3.819  0.00
74 H 1.849 -0.272 3.873  0.00
75 H 4.995 0.229 -1.312  -0.02
76 H 4.653 1.357 -2.623  0.00
77 H 6.208 0.525 -2.549  0.00
78 H 5.960 -0.281 -4.795  0.00
79 H 6.219 -1.514 -6.800  0.00
80 H 4.702 -2.168 -7.424  0.00
81 H 5.858 -3.235 -6.641  0.00
82 H 3.444 -3.663 -5.442  0.00
83 H 1.967 -4.412 -3.907  0.00
84 H 1.158 -3.190 -2.927  0.00
85 H 2.436 -4.182 -2.228  0.00
86 H 4.011 0.620 0.750  0.01
87 H 3.476 2.144 1.431  0.00
88 H 4.598 2.151 0.082  0.00
89 H 2.493 3.835 -0.167  0.00
90 H 0.904 5.335 -1.096  0.00
91 H -0.667 4.633 -1.499  0.00
92 H 0.519 4.916 -2.767  0.00
93 H -0.463 2.270 -2.816  0.00
94 H -0.711 0.057 -3.204  0.00
95 H -0.161 -1.066 -1.961  -0.05
96 H 0.821 -0.792 -3.402  0.00

[3]
C41H47F6I2N2O4Sr | wB97M-V/def2-TZVPD

Calculated values
- HOMO-LUMO gap (alpha / beta) (eV) = 5.43 / 5.42
- LUMO energy (alpha / beta) (eV) = 0.7 / 0.7
- largest force on an atom (eV Å⁻¹) = 2.99
- total charge = -1

Each line ends with the Löwdin charge.
Element x y z (Å)
1 Sr 0.254 0.301 -2.260  1.69
2 C 0.525 0.623 5.119  -0.06
3 C -0.069 1.975 4.715  -0.56
4 C 0.906 3.075 5.161  -0.04
5 C -1.412 2.115 5.447  -0.04
6 C -0.287 2.073 3.213  -0.17
7 C 0.028 1.060 2.358  0.03
8 C -0.079 1.206 0.955  -0.17
9 N 0.369 0.303 0.093  0.03
10 C 0.666 -0.949 0.408  -0.21
11 C 0.033 -1.698 1.422  0.02
12 C 0.531 -2.899 1.829  -0.16
13 C 1.807 -3.264 1.315  0.03
14 C 2.452 -2.613 0.298  -0.08
15 C 1.778 -1.501 -0.356  -0.30
16 O 2.133 -0.959 -1.417  -0.13
17 C 3.871 -3.042 -0.074  -0.53
18 C 3.941 -4.548 -0.368  -0.04
19 C 4.449 -2.310 -1.288  -0.05
20 C 4.772 -2.701 1.132  -0.05
21 C -0.220 -3.817 2.781  -0.55
22 C 0.577 -4.047 4.073  -0.04
23 C -0.455 -5.151 2.063  -0.04
24 C -1.585 -3.241 3.177  -0.06
25 C -0.478 2.484 0.371  -0.28
26 O -0.462 2.636 -0.866  -0.03
27 C -0.872 3.523 1.313  -0.08
28 C -0.781 3.280 2.653  0.03
29 C -1.305 4.876 0.763  -0.54
30 C -1.676 5.885 1.857  -0.07
31 C -2.528 4.678 -0.141  -0.04
32 C -0.142 5.468 -0.045  -0.04
33 H 0.579 0.554 6.203  0.08
34 H 1.528 0.499 4.717  0.09
35 H -0.099 -0.193 4.766  0.07
36 H 1.131 2.973 6.221  0.08
37 H 0.503 4.069 4.993  0.07
38 H 1.837 2.993 4.603  0.09
39 H -1.261 2.057 6.525  0.08
40 H -2.070 1.300 5.151  0.09
41 H -1.905 3.056 5.219  0.08
42 H 0.477 0.148 2.714  0.10
43 H -0.901 -1.301 1.784  0.12
44 H 2.286 -4.117 1.777  0.11
45 H 3.339 -4.787 -1.241  0.09
46 H 3.581 -5.153 0.460  0.07
47 H 4.972 -4.837 -0.567  0.08
48 H 3.844 -2.484 -2.171  0.08
49 H 5.461 -2.669 -1.478  0.08
50 H 4.493 -1.241 -1.107  0.08
51 H 4.440 -3.195 2.045  0.07
52 H 4.763 -1.626 1.307  0.09
53 H 5.799 -3.004 0.929  0.08
54 H 1.543 -4.507 3.880  0.07
55 H 0.017 -4.702 4.739  0.08
56 H 0.747 -3.101 4.582  0.08
57 H 0.484 -5.653 1.850  0.08
58 H -0.965 -4.978 1.119  0.09
59 H -1.067 -5.813 2.672  0.08
60 H -1.472 -2.308 3.722  0.07
61 H -2.108 -3.943 3.824  0.08
62 H -2.207 -3.066 2.304  0.09
63 H -1.055 4.059 3.346  0.09
64 H -2.514 5.531 2.455  0.08
65 H -1.980 6.820 1.388  0.08
66 H -0.826 6.093 2.506  0.08
67 H -3.379 4.341 0.452  0.09
68 H -2.315 3.939 -0.906  0.06
69 H -2.782 5.615 -0.632  0.08
70 H 0.741 5.553 0.584  0.09
71 H -0.400 6.458 -0.416  0.08
72 H 0.091 4.825 -0.886  0.08
73 I 1.434 1.798 -7.044  0.87
74 C -0.424 2.077 -6.092  -0.62
75 C -1.495 2.622 -6.770  -0.24
76 C -2.689 2.795 -6.111  -0.65
77 I -4.308 3.633 -7.201  0.82
78 C -2.861 2.379 -4.782  -0.21
79 C -4.047 2.505 -4.032  -0.05
80 C -4.110 1.984 -2.769  -0.05
81 C -2.976 1.356 -2.238  -0.13
82 N -1.840 1.286 -2.880  -0.01
83 C -1.747 1.783 -4.117  -0.15
84 C -0.455 1.672 -4.752  -0.50
85 O 0.572 1.234 -4.162  -0.35
86 H -1.386 2.903 -7.809  0.08
87 H -4.899 3.017 -4.460  0.05
88 H -5.010 2.061 -2.173  0.10
89 H -3.006 0.922 -1.246  0.12
90 C 1.208 -1.948 -4.286  0.02
91 C -0.164 -2.308 -3.685  -0.52
92 O -0.632 -1.519 -2.724  -0.36
93 C -1.177 -2.327 -4.858  -0.55
94 F -2.410 -2.696 -4.488  0.15
95 F -0.846 -3.141 -5.885  0.13
96 F -1.308 -1.104 -5.397  0.15
97 C -0.061 -3.752 -3.129  -0.55
98 F 0.664 -3.770 -2.001  0.15
99 F -1.238 -4.308 -2.808  0.15
100 F 0.538 -4.634 -3.963  0.12
101 H 1.137 -0.965 -4.744  0.07
102 H 1.511 -2.678 -5.036  0.10
103 H 1.939 -1.907 -3.484  0.07

[4]
C41H48Cl2N10O3PmS2 | wB97M-V/def2-TZVPD

Calculated values
- 2S+1 = 5
- HOMO-LUMO gap (alpha / beta) (eV) = 6.13 / 6.14
- LUMO energy (alpha / beta) (eV) = 1.8 / 1.8
- largest force on an atom (eV Å⁻¹) = 1.19
- <S²> = 6.004
- total charge = -1

Each line ends with the Mulliken spin population.
Element x y z (Å)
1 Pm 1.696 -0.565 0.721  4.02
2 O 5.983 0.934 1.313  0.00
3 C 4.796 0.666 1.075  0.00
4 N 4.029 -0.345 1.470  0.00
5 C 4.595 -1.515 1.999  0.01
6 C 5.943 -1.647 2.342  0.00
7 C 6.464 -2.846 2.793  0.00
8 C 5.655 -3.965 2.871  0.00
9 C 4.316 -3.863 2.554  0.00
10 C 3.751 -2.650 2.163  -0.01
11 N 2.371 -2.529 1.932  0.00
12 C 1.553 -3.226 2.714  0.00
13 O 1.811 -3.956 3.682  0.00
14 C 0.075 -3.015 2.459  0.00
15 C -0.778 -4.086 2.722  0.00
16 C -2.141 -3.878 2.742  0.00
17 C -2.603 -2.582 2.557  0.00
18 C -1.686 -1.587 2.277  0.00
19 N -0.371 -1.781 2.190  0.00
20 C 4.099 1.669 0.179  0.00
21 C 4.909 2.267 -0.794  0.00
22 C 4.399 3.273 -1.583  0.00
23 C 3.108 3.718 -1.317  0.00
24 C 2.381 3.067 -0.341  0.00
25 N 2.824 2.028 0.370  0.00
26 H 6.586 -0.788 2.243  0.00
27 H 7.506 -2.906 3.081  0.00
28 H 6.059 -4.912 3.200  0.00
29 H 3.689 -4.739 2.611  0.00
30 H -0.338 -5.052 2.919  0.00
31 H -2.826 -4.699 2.908  0.00
32 H -3.654 -2.343 2.610  0.00
33 H -2.025 -0.570 2.133  0.00
34 H 5.928 1.919 -0.879  0.00
35 H 4.991 3.730 -2.364  0.00
36 H 2.671 4.550 -1.852  0.00
37 H 1.384 3.425 -0.105  0.00
38 Cl 5.554 -1.530 -2.419  0.00
39 C 4.250 -0.574 -3.017  0.00
40 C 4.321 -0.016 -4.278  0.00
41 C 3.277 0.752 -4.744  0.00
42 Cl 3.360 1.400 -6.357  0.00
43 C 2.163 1.040 -3.944  0.00
44 C 1.089 1.852 -4.355  0.00
45 C 0.089 2.131 -3.466  0.00
46 C 0.173 1.616 -2.166  0.00
47 N 1.138 0.829 -1.748  0.00
48 C 2.119 0.513 -2.618  0.00
49 C 3.153 -0.389 -2.146  -0.01
50 O 3.071 -0.958 -1.021  0.00
51 H 5.192 -0.185 -4.892  0.00
52 H 1.077 2.240 -5.363  0.00
53 H -0.749 2.754 -3.740  0.00
54 H -0.599 1.861 -1.451  0.00
55 N -0.043 1.395 1.322  0.01
56 C -0.539 1.834 2.629  0.00
57 C 0.362 2.892 3.261  0.00
58 C 1.785 2.428 3.578  0.00
59 C 1.821 1.137 4.399  0.00
60 N 1.795 -0.019 3.501  0.00
61 H 0.125 2.230 0.761  0.00
62 H -0.804 0.893 0.852  0.00
63 H -0.604 0.959 3.276  0.00
64 H -1.549 2.266 2.542  0.00
65 H -0.121 3.223 4.185  0.00
66 H 0.424 3.753 2.590  0.00
67 H 2.289 3.235 4.115  0.00
68 H 2.332 2.243 2.650  0.00
69 H 0.955 1.103 5.067  0.00
70 H 2.725 1.140 5.024  0.00
71 H 1.495 -0.851 4.006  0.00
72 H 2.754 -0.201 3.193  0.00
73 C -6.044 2.145 1.230  0.00
74 C -6.055 1.029 0.191  0.00
75 C -6.281 1.529 -1.239  0.00
76 C -5.189 2.488 -1.748  0.00
77 N -3.858 2.128 -1.303  0.00
78 C -3.293 0.902 -1.557  0.00
79 S -2.518 0.137 -0.300  0.00
80 N -3.399 0.375 -2.776  0.00
81 C -2.606 -0.739 -3.248  0.00
82 C -3.443 -1.803 -3.956  0.00
83 C -4.013 -2.850 -3.002  0.00
84 C -5.054 -2.301 -2.037  0.00
85 H -5.972 1.721 2.231  0.00
86 H -6.958 2.734 1.167  0.00
87 H -5.199 2.816 1.086  0.00
88 H -6.857 0.327 0.433  0.00
89 H -5.119 0.469 0.247  0.00
90 H -7.241 2.047 -1.290  0.00
91 H -6.335 0.657 -1.894  0.00
92 H -5.374 3.500 -1.384  0.00
93 H -5.208 2.524 -2.841  0.00
94 H -3.698 2.368 -0.331  0.00
95 H -3.904 0.896 -3.479  0.00
96 H -2.094 -1.183 -2.391  0.00
97 H -1.841 -0.348 -3.930  0.00
98 H -2.792 -2.310 -4.668  0.00
99 H -4.249 -1.322 -4.522  0.00
100 H -3.194 -3.279 -2.425  0.00
101 H -4.464 -3.648 -3.596  0.00
102 H -4.605 -1.597 -1.345  0.00
103 H -5.470 -3.115 -1.448  0.00
104 H -5.867 -1.812 -2.577  0.00
105 S 0.177 -2.078 -1.214  0.00
106 C -1.051 -2.980 -0.613  0.00
107 N -1.960 -3.627 -0.297  0.00